1.
DFT (ωB97M-V/def2-TZVPD) results for the ion C2H8N5OS with charge +1.

The geometry in XYZ format:
```
17
Properties=species:S:1:pos:R:3:forces:R:3
N -0.040976 -1.420213 1.147924 3.4229 3.4311 0.0757
C -0.167002 -1.351031 -0.149558 -1.8430 -1.0571 -1.3473
N -0.971495 -2.230814 -0.817154 0.2548 -1.3434 3.9395
N 0.447360 -0.345191 -0.781773 0.6070 0.0037 -2.0231
S 0.519755 -0.346254 -2.549502 -0.4165 0.4561 1.0527
N 0.858118 0.785474 -0.142415 -0.9687 0.5915 0.0481
C -0.147501 1.680019 0.344246 2.5472 0.1788 0.6815
N 0.464008 2.668654 1.117854 -1.3224 -1.8316 -1.3467
O -1.280581 1.455368 0.092038 -1.7142 0.4732 -0.0558
H 0.661615 -0.705246 1.534334 -1.8906 -1.8036 -0.3500
H -0.530079 -1.985181 1.747629 -1.3500 -1.5719 1.4567
H -1.259371 -3.095033 -0.255986 0.5803 1.8591 -1.1486
H -0.961579 -2.400538 -1.778798 0.2654 0.3696 -1.6294
H -0.522077 0.521751 -2.646830 0.2302 -0.2738 -0.1742
H 1.640927 0.772263 0.447260 1.7076 -0.6559 0.2873
H 1.475704 2.693844 1.150972 -0.5385 0.6484 0.2280
H -0.186826 3.302128 1.539761 0.4286 0.5258 0.3056
```
Positions in Å, forces in eV/Å.

Properties
Charge: +1
SMILES: NC(=[NH2+])N(S)NC(N)=O
Kohn-Sham gap (eV): 10.9

From a Löwdin analysis of the wavefunction, the atomic charges in e read:
1 N 0.24
2 C -0.45
3 N 0.19
4 N -0.41
5 S 0.91
6 N 0.01
7 C -0.57
8 N 0.18
9 O 0.12
10 H 0.18
11 H 0.11
12 H 0.17
13 H 0.06
14 H -0.08
15 H 0.12
16 H 0.11
17 H 0.12

***

2.
DFT (ωB97M-V/def2-TZVPD) results for a structure of composition C27H18F3N6O2RuS2.

The geometry in XYZ format:
```
59
Properties=species:S:1:pos:R:3:forces:R:3
Ru -0.333266 -0.129957 -0.048470 -0.0329 -0.2659 0.7362
C -1.610671 -0.204407 4.364708 -0.0041 0.0222 0.0367
C -1.375275 0.264009 2.947770 -0.0026 -0.1585 -0.0637
S -1.380895 -1.015372 1.731407 -0.1121 -0.1807 0.3757
C -1.235312 1.555932 2.596801 0.0347 0.1127 -0.1219
C -1.280342 2.655893 3.627613 -0.0006 0.0281 0.0121
S -0.992870 2.090548 0.945104 -0.0767 -0.2263 -0.0334
H -1.794731 -1.279265 4.379611 -0.0040 0.0012 -0.0100
H -2.475342 0.285058 4.824623 0.0065 -0.0009 -0.0030
H -0.746997 -0.011385 5.010771 -0.0001 0.0000 -0.0078
H -1.817621 2.365652 4.533609 0.0080 0.0001 -0.0052
H -1.757112 3.541062 3.203477 -0.0035 -0.0077 -0.0033
H -0.266583 2.951274 3.918071 -0.0049 0.0000 -0.0002
C -4.365595 -0.248726 -1.663487 -0.0264 -0.0333 -0.0164
C -4.458724 -1.529693 -2.191006 -0.0321 0.0457 0.0112
C -3.368451 -2.371202 -2.121351 0.0584 -0.0156 0.0198
C -2.189350 -1.916225 -1.529150 -0.0501 -0.0406 -0.0272
N -2.118453 -0.672425 -1.033982 0.3786 0.3572 -0.2326
C -3.171814 0.143410 -1.093612 0.0397 -0.0018 0.0077
C -0.948468 -2.688243 -1.389769 -0.0218 0.0381 -0.0300
C -0.790225 -3.973044 -1.909189 0.0095 -0.0108 0.0106
C 0.427677 -4.620413 -1.799626 0.0029 0.0099 0.0083
C 1.490138 -3.962962 -1.183988 -0.0030 -0.0042 -0.0020
C 1.322422 -2.687126 -0.668190 -0.0170 -0.0020 0.0347
C 0.096855 -2.012207 -0.733618 0.0151 -0.0948 0.0748
H -5.193726 0.444835 -1.703011 0.0042 0.0010 0.0010
H -5.378732 -1.868651 -2.653234 0.0008 0.0015 -0.0001
H -3.418231 -3.373717 -2.522190 0.0037 0.0024 0.0017
H -3.020120 1.119756 -0.655859 -0.0184 0.0058 -0.0336
H -1.612269 -4.470310 -2.412522 0.0036 0.0030 -0.0030
H 0.557684 -5.616302 -2.206595 0.0005 0.0014 -0.0016
H 2.459498 -4.446476 -1.120835 -0.0026 -0.0056 0.0006
H 2.179079 -2.191890 -0.221421 0.0035 -0.0052 -0.0170
N 5.872332 0.602936 4.138717 0.0021 -0.0161 -0.0066
C 4.919525 0.517449 3.501482 -0.0092 0.0283 0.0126
C 3.704457 0.396316 2.736568 0.0095 0.0019 -0.0014
C 2.946374 -0.766479 2.828563 -0.0151 -0.0145 0.0239
C 1.789215 -0.858430 2.080925 -0.1030 0.0175 0.0154
N 1.365629 0.127026 1.287544 0.1583 0.1504 -0.3173
C 2.085216 1.253311 1.218635 -0.0644 -0.0138 0.0354
C 3.271059 1.426204 1.914792 -0.0211 -0.0032 0.0143
H 3.254173 -1.587924 3.459569 0.0048 0.0068 0.0043
H 1.151797 -1.732583 2.109937 0.0423 -0.0174 -0.0147
H 1.677667 2.033199 0.590174 0.0532 -0.0185 -0.0349
H 3.843817 2.332845 1.786048 0.0008 -0.0039 0.0006
F -1.529475 4.186371 -4.483519 -0.0092 0.0171 -0.0189
C -2.049954 3.388114 -3.525058 0.0361 0.0146 0.0235
F -2.889111 2.542540 -4.162755 -0.0099 -0.0034 -0.0156
F -2.842825 4.186382 -2.761251 -0.0146 0.0102 -0.0010
C -0.954211 2.675558 -2.644218 -0.1181 -0.2261 0.0073
O -0.010841 3.403001 -2.340475 0.0704 0.0658 -0.0005
O -1.235811 1.493314 -2.366593 -0.0053 0.3576 -0.1603
N 1.239231 0.409483 -1.376002 -0.2361 0.2488 -0.2700
C 2.200764 0.783366 -1.890302 0.1122 -0.2353 -0.0761
C 3.431447 1.199017 -2.415647 -0.0316 0.0062 0.0970
C 3.864544 0.806244 -3.698302 0.0017 -0.0011 -0.0165
N 4.245400 0.487310 -4.743179 0.0013 0.0007 0.0117
C 4.271391 1.967058 -1.582014 -0.0256 0.1160 -0.0766
N 4.945995 2.600942 -0.886079 0.0136 -0.0655 0.0453
```
Positions in Å, forces in eV/Å.

Properties
Charge: -2
Kohn-Sham gap (spin up / spin down) (eV): 5.6 / 5.7
2S+1: 2

From a Löwdin analysis of the wavefunction, the atomic charges in e read:
1 Ru 0.87
2 C -0.16
3 C -0.75
4 S 0.63
5 C -0.80
6 C -0.15
7 S 0.60
8 H 0.04
9 H 0.06
10 H 0.07
11 H 0.05
12 H 0.05
13 H 0.07
14 C -0.05
15 C -0.08
16 C -0.02
17 C -0.22
18 N -0.07
19 C -0.13
20 C -0.20
21 C -0.06
22 C -0.12
23 C -0.11
24 C -0.12
25 C -0.24
26 H 0.10
27 H 0.10
28 H 0.09
29 H 0.07
30 H 0.09
31 H 0.08
32 H 0.09
33 H 0.08
34 N 0.14
35 C -0.18
36 C -0.22
37 C -0.01
38 C -0.14
39 N -0.07
40 C -0.13
41 C 0.01
42 H 0.11
43 H 0.08
44 H 0.08
45 H 0.11
46 F 0.10
47 C -0.53
48 F 0.10
49 F 0.10
50 C -0.65
51 O 0.00
52 O -0.07
53 N 0.09
54 C -0.14
55 C -0.28
56 C -0.27
57 N 0.08
58 C -0.27
59 N 0.10

***

3.
DFT (ωB97M-V/def2-TZVPD) results for a structure of composition C32H37BeClN2Si2.

The geometry in XYZ format:
```
75
Properties=species:S:1:pos:R:3:forces:R:3
C 4.677136 -2.583219 -0.467839 -0.1288 0.5024 -0.6571
C 3.840587 -1.818327 -1.347398 1.2091 0.4681 -0.2290
C 3.468717 -0.611727 -0.682608 0.7352 -0.3544 -0.2181
H 3.586075 -2.084108 -2.376295 -0.1377 -0.0285 0.5711
C 4.112653 -0.602000 0.586593 1.2052 -0.2349 -0.3734
C 4.854321 -1.823945 0.721917 0.2850 1.2028 -0.4308
H 5.491556 -2.092412 1.558929 -0.3461 -0.0440 -0.0830
H 5.147302 -3.544443 -0.700057 -0.3850 0.4358 0.1826
H 2.887331 0.207811 -1.098930 -0.0522 -0.3322 0.2433
H 4.096467 0.233953 1.284146 -0.2674 -0.4457 -0.0730
Be 2.992015 -2.167166 0.365883 -0.9655 -0.1015 0.3231
Si -1.069438 -0.625208 1.103930 2.9607 0.1188 -1.4004
C -1.337427 -1.225632 -0.691234 -0.6302 0.5464 0.3167
C -2.551688 -1.795047 -1.078704 0.1401 0.1032 -0.6153
H -3.319865 -1.981965 -0.332889 0.0298 0.0113 -0.1157
C -2.798388 -2.067422 -2.426463 -0.0529 -0.1009 -0.0742
H -3.760557 -2.479762 -2.732691 0.2228 0.0760 0.0918
C -1.830115 -1.803081 -3.395323 0.0805 -0.0594 0.3189
H -2.026386 -2.033100 -4.439115 0.0083 0.0810 0.1421
C -0.596797 -1.264896 -3.011784 -0.2019 -0.1339 -0.0688
H 0.166480 -1.076025 -3.766532 -0.1356 0.0359 0.1586
C -0.360237 -0.968656 -1.674914 -0.0494 -0.1403 0.1813
H 0.594151 -0.514440 -1.379284 -0.3569 -0.1846 -0.0891
C 0.136309 1.072305 0.962174 1.1307 -1.1898 0.6191
C 0.343718 1.855406 -0.230994 0.4274 0.1114 0.3162
H -0.156176 1.659231 -1.196098 0.4285 -0.2945 0.5267
C 1.351857 2.855461 -0.230231 0.1601 0.0737 -0.0519
H 1.508308 3.457505 -1.127414 -0.0791 -0.1253 0.2586
C 2.185710 3.026433 0.872221 -0.1447 -0.3812 0.1681
H 2.967987 3.790044 0.866108 -0.2776 -0.2361 -0.0612
C 2.071077 2.167015 1.980130 0.2257 0.2757 0.1308
H 2.797298 2.223183 2.791027 -0.2226 0.2086 -0.0565
C 1.055147 1.206904 2.036349 -0.4509 -0.0815 -1.1479
H 0.989845 0.503673 2.878035 -0.0445 0.3783 -0.2390
H 0.330232 -1.201517 1.003290 0.5582 -0.4089 0.1647
Si -1.853475 1.631438 0.315828 -2.5702 0.3662 -0.9809
C -2.042109 3.244525 1.148544 -0.8423 -0.0500 0.9942
C -2.598451 4.317585 0.437651 0.6253 0.3878 -0.0697
H -3.350689 4.118216 -0.330012 0.4594 0.1444 0.0077
C -2.107509 5.606030 0.673017 -0.2086 -0.1917 0.1585
H -2.428657 6.422254 0.033076 -0.0419 -0.0007 0.1610
C -1.182800 5.831346 1.698925 0.0199 -0.1572 -0.0915
H -0.740328 6.825619 1.828515 -0.2133 -0.4209 0.0050
C -0.838451 4.779811 2.557902 -0.1313 0.3409 0.0457
H -0.146511 4.966295 3.379501 -0.2723 -0.0438 -0.0655
C -1.332536 3.496871 2.332043 0.6119 0.6113 -0.1797
H -1.092561 2.693663 3.030268 0.1160 0.1795 -0.3733
C -3.283376 1.485393 -0.953008 -0.4657 0.7234 0.2072
C -2.892779 1.826177 -2.248477 -0.4239 -0.2771 -0.5943
H -1.887897 2.202703 -2.435208 -0.0725 -0.1041 -0.0107
C -3.758712 1.684429 -3.337958 -0.0655 -0.1297 0.2218
H -3.391872 1.902381 -4.337405 -0.1294 0.0537 0.0803
C -5.065021 1.229099 -3.142899 0.2461 0.0672 0.2486
H -5.734999 1.099588 -3.998996 0.2155 0.0443 0.3757
C -5.497688 0.949799 -1.837743 0.2981 -0.0746 -0.0282
H -6.520953 0.596347 -1.692200 0.2759 0.1581 0.0967
C -4.619871 1.081591 -0.748820 0.0325 -0.1204 -0.6378
H -4.980719 0.856037 0.253973 0.0860 0.0153 -0.1536
H -2.304509 -0.065747 1.597955 -1.2245 0.7335 0.2009
Cl -1.248001 -1.969423 2.795796 -0.0530 -0.8811 0.7624
N 2.416124 -2.267493 2.021184 -0.3793 -0.8410 1.0491
C 2.414627 -3.699518 2.521633 0.0737 0.6444 0.4934
C 2.378219 -4.679442 1.363799 0.0907 -0.2389 0.0940
C 1.306795 -4.341418 0.341603 -0.1355 0.1722 -0.3614
N 1.641522 -3.044191 -0.356323 -0.8185 -0.8574 -0.0665
H 1.453024 -1.912106 2.057737 -0.1590 -0.0302 -0.2730
H 2.906386 -1.675710 2.693355 0.0546 -0.2202 -0.2974
H 3.328688 -3.842593 3.120365 -0.3328 -0.0275 -0.2294
H 1.550435 -3.837582 3.187455 0.2082 0.0037 -0.2054
H 3.366465 -4.711478 0.880049 -0.2619 -0.0046 0.0066
H 2.192058 -5.682343 1.763107 0.0321 0.1041 -0.0409
H 1.245490 -5.133009 -0.413757 -0.0453 0.1250 0.2053
H 0.317881 -4.248694 0.813030 0.2616 -0.0061 -0.0597
H 1.705996 -3.213996 -1.363108 0.1740 0.0791 0.4087
H 0.831558 -2.417277 -0.274334 0.0869 -0.0285 0.1666
```
Positions in Å, forces in eV/Å.

Properties
Kohn-Sham gap (spin up / spin down) (eV): 4.8 / 4.5

From a Löwdin analysis of the wavefunction, the atomic charges in e read:
1 C -0.11
2 C -0.12
3 C -0.08
4 H 0.12
5 C -0.10
6 C -0.12
7 H 0.12
8 H 0.12
9 H 0.12
10 H 0.11
11 Be 0.00
12 Si 0.06
13 C -0.32
14 C -0.10
15 H 0.11
16 C -0.08
17 H 0.10
18 C -0.09
19 H 0.10
20 C -0.09
21 H 0.10
22 C -0.15
23 H 0.09
24 C -0.39
25 C -0.23
26 H 0.08
27 C -0.09
28 H 0.10
29 C -0.10
30 H 0.10
31 C -0.13
32 H 0.09
33 C -0.14
34 H 0.10
35 H -0.06
36 Si 0.77
37 C -0.29
38 C -0.09
39 H 0.10
40 C -0.09
41 H 0.10
42 C -0.10
43 H 0.10
44 C -0.09
45 H 0.10
46 C -0.10
47 H 0.10
48 C -0.30
49 C -0.13
50 H 0.09
51 C -0.09
52 H 0.10
53 C -0.10
54 H 0.10
55 C -0.10
56 H 0.10
57 C -0.09
58 H 0.10
59 H -0.04
60 Cl 0.15
61 N 0.04
62 C -0.17
63 C -0.19
64 C -0.16
65 N 0.05
66 H 0.03
67 H 0.12
68 H 0.12
69 H 0.11
70 H 0.10
71 H 0.12
72 H 0.12
73 H 0.12
74 H 0.12
75 H 0.05

***

4.
DFT (ωB97M-V/def2-TZVPD) results for a cluster of 2 separate species, HN3O4 in total.

The geometry in XYZ format:
```
8
Properties=species:S:1:pos:R:3:forces:R:3
N 1.196444 2.830900 -0.985653 0.3730 -2.3505 1.3979
N 1.333063 1.888892 -0.401662 0.1748 0.9083 1.0478
N 1.117638 -0.640261 -0.639655 -4.9974 -1.5483 5.2984
O -0.033600 -0.855200 0.149999 0.0124 0.5158 -0.5917
O 1.056755 3.767956 -1.628137 -0.4029 2.6940 -1.7260
O 2.020188 -1.339210 -0.311213 6.2704 -3.9924 1.0138
O 1.091091 0.161917 -1.530065 -0.1129 3.6947 -6.3914
H -0.675929 -0.585838 -0.499780 -1.3174 0.0784 -0.0489
```
Positions in Å, forces in eV/Å.

Properties
Kohn-Sham gap (spin up / spin down) (eV): 8.3 / 7.9
2S+1: 3

From a Löwdin analysis of the wavefunction, the atomic charges in e read:
1 N -0.25
2 N 0.27
3 N -0.56
4 O 0.07
5 O 0.15
6 O 0.16
7 O 0.08
8 H 0.09

***

no.,energy (a.u.)
1,-827.9748
2,-2709.7064
3,-2404.8878
4,-465.4585